48
Properties=species:S:1:pos:R:3:forces:R:3:nbo_charge:R:1 method="wB97M-V/def2-TZVPD" gap_ev=9.4 relative_energy_kcal_mol=10.5 total_energy_ev=-36784.3220 smiles="NC(N)=O.NC(N)=O.NC(N)=O.NC(N)=O.NC(N)=O.NC(N)=O" spin_multiplicity=1
C 1.73806 -2.04385 -3.29253 0.367 -0.153 0.016 0.7710
O 2.60708 -2.22110 -4.14260 -0.389 0.030 0.320 -0.6858
N 0.97219 -3.06585 -2.78389 0.475 0.569 -0.316 -0.8669
N 1.48811 -0.82564 -2.72788 0.360 -0.620 -0.204 -0.8659
H 1.22052 -3.98176 -3.10430 -0.342 -0.110 0.043 0.4020
H 0.17765 -2.85901 -2.20377 0.041 -0.466 0.060 0.4047
H 0.76884 -0.70684 -2.03003 -0.144 0.546 -0.350 0.4140
H 1.95828 -0.06042 -3.17350 -0.230 0.243 0.187 0.4014
C 3.61707 2.45767 -0.93153 -0.193 0.159 -0.500 0.7672
O 2.54229 3.01240 -1.10731 0.178 -0.225 0.284 -0.6629
N 4.47495 2.24857 -1.98949 -0.370 0.157 0.436 -0.8536
N 4.03333 2.00631 0.29030 -0.138 0.187 -0.692 -0.8551
H 5.35753 1.78203 -1.90452 -0.063 -0.167 -0.111 0.3881
H 4.01172 2.32341 -2.87682 0.321 0.015 -0.174 0.4103
H 4.92363 1.55465 0.36600 -0.047 -0.026 0.506 0.3922
H 3.43594 2.24930 1.05863 0.275 -0.159 0.271 0.4151
C -4.34775 1.20329 -0.80925 0.096 -0.786 -0.226 0.7600
O -5.26660 1.54713 -0.08945 -0.045 0.171 0.067 -0.6642
N -3.53296 2.08444 -1.46523 -0.310 0.551 0.055 -0.8620
N -4.01022 -0.11485 -1.01819 0.335 0.401 -0.130 -0.8640
H -3.81911 3.04491 -1.40954 0.116 0.017 0.013 0.4015
H -2.69452 1.85725 -1.96923 0.012 -0.284 0.093 0.4130
H -4.49656 -0.86687 -0.56783 -0.166 0.068 0.016 0.4192
H -3.31877 -0.33648 -1.71409 0.027 -0.208 0.111 0.4047
C 0.58741 2.03226 4.19951 0.759 -0.716 -0.651 0.7795
O 1.00991 1.19486 3.40238 -0.212 0.039 0.008 -0.7165
N 0.52717 3.35171 3.89070 -0.406 0.122 0.772 -0.8330
N 0.22603 1.67524 5.46558 0.029 0.765 -0.335 -0.8387
H 0.69725 3.68198 2.96018 0.081 -0.153 -0.071 0.4210
H 0.34893 4.00336 4.63314 -0.014 0.250 -0.249 0.3896
H 0.33153 0.70762 5.70269 -0.214 -0.024 0.108 0.4166
H -0.35381 2.30644 5.98711 -0.040 -0.332 0.336 0.3920
C -0.52986 0.33893 -0.00846 0.841 0.830 0.691 0.7744
O -0.70710 0.30712 -1.22795 -0.325 -0.490 0.099 -0.7226
N 0.71741 0.47362 0.52679 0.442 -0.422 -0.490 -0.8507
N -1.54434 0.26862 0.89924 -0.178 -0.034 -0.143 -0.8460
H 0.97049 0.50435 1.50152 -0.570 0.069 0.263 0.4294
H 1.49778 0.38752 -0.10303 -0.143 0.213 -0.203 0.4032
H -1.40398 0.61896 1.83203 0.146 -0.057 -0.010 0.3962
H -2.45747 0.39673 0.49453 -0.179 -0.119 0.060 0.4177
C -1.88987 -3.89652 -0.28096 -0.239 0.576 0.286 0.7737
O -2.94518 -3.42738 -0.66166 -0.174 -0.008 -0.104 -0.6580
N -1.72577 -5.21213 0.02059 0.385 -0.165 0.174 -0.8476
N -0.77461 -3.09888 -0.09401 -0.088 -0.194 -0.336 -0.8695
H -2.52967 -5.80960 -0.00356 -0.024 -0.015 -0.225 0.4102
H -0.80705 -5.61529 0.02428 -0.056 -0.122 0.079 0.3909
H -0.09033 -3.36112 0.59459 -0.002 0.038 0.012 0.3906
H -0.99556 -2.11709 -0.15918 0.017 0.040 0.155 0.4137

=====

42
Properties=species:S:1:pos:R:3:forces:R:3:nbo_charge:R:1 method="wB97M-V/def2-TZVPD" gap_ev="2.6 / 6.1" charge=-1 relative_energy_kcal_mol=79.9 total_energy_ev=-76526.1598 spin_multiplicity=1
Lu 2.50647 -0.09636 -0.96012 -0.588 1.444 -0.144 1.2970
Cl 2.40894 -2.36855 -1.94051 -0.417 -0.675 -0.235 -0.6772
Cl 3.52590 1.82764 0.47911 -0.131 0.809 0.061 -0.6858
C 4.54929 -0.56771 -0.51569 2.343 -1.793 0.208 -0.9360
H 5.30407 -0.29463 0.24503 -0.384 0.044 -0.358 0.1513
H 4.95934 -1.41365 -1.11626 0.120 0.372 0.206 0.1384
C -1.00935 1.26882 -1.64124 -2.431 1.903 1.181 -0.1874
C 0.02519 0.77007 -2.22662 1.736 -1.255 -1.989 -0.3225
H -0.91852 2.04800 -0.87078 0.075 -0.043 -0.627 0.1756
C -0.10707 -0.42802 -3.13011 -0.774 -0.435 -0.221 -0.4681
H 0.98998 1.32595 -2.32100 0.363 -0.150 0.661 0.1578
C -1.47699 -0.47293 -3.86349 0.641 0.405 0.055 -0.3919
H 0.71687 -0.53155 -3.85596 -0.197 0.186 0.363 0.2276
H -0.04625 -1.30034 -2.45838 0.019 -0.021 -0.398 0.2255
C -2.65431 -0.25209 -2.92098 -0.049 0.163 0.218 -0.3980
H -1.51162 0.35089 -4.59624 0.195 -0.243 0.034 0.1864
H -1.56861 -1.41803 -4.41529 -0.073 0.173 0.100 0.1994
C -2.44764 0.96926 -1.98771 -0.147 -0.819 0.148 -0.4462
H -3.53685 -0.04485 -3.52843 -0.175 -0.172 0.005 0.1903
H -2.88499 -1.15220 -2.33770 0.238 0.080 -0.013 0.1891
H -2.95574 1.83265 -2.46950 0.476 -0.083 0.429 0.1941
H -2.94871 0.77136 -1.03127 -0.317 0.170 -0.228 0.1993
C 0.52746 2.31926 1.56224 1.074 0.546 -0.761 -0.4412
N 0.25266 1.12296 2.32424 -0.317 0.152 0.728 -0.4227
C -0.18485 1.34171 3.69924 -0.059 -0.263 -0.032 -0.3998
C 0.33597 -0.05359 1.68614 1.449 0.193 -2.177 0.8110
O 0.94514 -0.11649 0.54295 -1.820 0.118 2.299 -0.7958
N -0.22573 -1.18677 2.15786 -0.294 -0.788 0.436 -0.4522
C -0.39975 -1.54845 3.56616 -0.016 0.142 -0.150 -0.3990
C -0.40680 -2.25187 1.17875 0.215 -0.206 -0.571 -0.4019
H 0.31400 3.20131 2.16727 -0.034 -0.157 -0.070 0.1816
H -0.06109 2.35511 0.64046 0.021 -0.029 0.336 0.1932
H 1.59401 2.32457 1.26500 -0.605 0.278 0.128 0.2814
H -1.20527 0.98011 3.86917 0.121 0.156 0.036 0.1859
H 0.49676 0.86695 4.41699 -0.234 0.183 -0.118 0.1972
H -0.16095 2.42087 3.87024 -0.056 -0.353 0.074 0.2158
H -1.29811 -1.08688 4.00214 0.276 -0.250 0.000 0.1863
H -0.52306 -2.63684 3.59129 0.112 0.344 0.184 0.2104
H 0.48547 -1.27454 4.15888 -0.337 -0.186 -0.143 0.2024
H -1.10241 -1.94685 0.38149 0.251 0.045 0.189 0.2057
H 0.54001 -2.54377 0.69961 -0.298 0.043 0.154 0.2367
H -0.84286 -3.11052 1.68301 0.026 -0.026 0.006 0.1861

=====

9
Properties=species:S:1:pos:R:3:forces:R:3:nbo_charge:R:1 method="wB97M-V/def2-TZVPD" gap_ev=9.5 relative_energy_kcal_mol=93.0 total_energy_ev=-5584.9448 spin_multiplicity=1
C 1.03280 0.37140 -0.19489 2.294 0.757 2.144 0.2392
H -1.76955 -0.83802 -0.80017 1.334 1.496 -0.553 0.3704
H -1.83224 -0.36325 0.79658 2.931 -1.788 -2.880 0.3273
H -0.55224 1.52078 0.19337 -1.042 0.214 -0.197 0.3908
H 1.48237 1.30048 -0.09494 1.112 2.326 -0.771 0.1371
H 1.08465 -1.39842 0.23053 2.973 1.564 -0.864 0.3179
N -1.03210 -0.60161 -0.10002 -5.429 0.585 5.494 -0.6519
N -0.29755 0.58498 -0.03024 0.771 -2.208 -2.457 -0.4801
N 1.88387 -0.57635 -0.00023 -4.944 -2.946 0.085 -0.6507

=====

44
Properties=species:S:1:pos:R:3:forces:R:3:nbo_charge:R:1 method="wB97M-V/def2-TZVPD" gap_ev=6.1 charge=+2 total_energy_ev=-127003.3170 spin_multiplicity=1
V 0.23597 -0.54494 -0.87282 -0.015 0.004 0.019 0.9109
C -2.14605 1.96507 2.11937 0.010 -0.029 0.013 -0.4301
N -1.77187 0.61313 2.55528 -0.014 0.007 0.041 -0.3350
C -1.98379 0.23619 3.96011 0.002 0.012 -0.030 -0.4387
C -1.22058 -0.21926 1.69651 -0.022 0.033 -0.097 0.7228
N -1.11449 0.05139 0.39307 -0.024 -0.068 0.092 -0.7347
N -0.76018 -1.41687 2.17472 0.037 0.007 0.027 -0.5869
C -0.23511 -2.43871 1.42151 -0.017 -0.004 -0.007 0.6838
N -0.11221 -3.60943 2.04650 0.003 -0.002 -0.005 -0.7456
N 0.11987 -2.24326 0.18349 0.043 -0.117 0.137 -0.6868
H -2.37630 2.55702 2.99799 0.006 0.007 0.000 0.2544
H -3.03097 1.94156 1.48112 -0.001 0.005 -0.002 0.2260
H -1.30844 2.43582 1.60427 -0.004 0.007 -0.003 0.2274
H -2.58381 1.00377 4.43520 -0.008 -0.003 0.003 0.2594
H -1.03368 0.17160 4.49491 -0.002 0.002 0.004 0.2283
H -2.53564 -0.70166 4.02876 0.001 0.000 0.007 0.2255
H -1.61531 0.89099 0.13561 -0.004 0.005 -0.002 0.4215
H -0.73268 -1.53296 3.17595 -0.007 -0.001 0.003 0.4434
H -0.58474 -3.80466 2.91413 0.002 -0.001 0.002 0.4299
H 0.35493 -4.38179 1.59865 -0.005 -0.004 -0.001 0.4366
H 0.29026 -3.10487 -0.32418 0.015 0.019 -0.035 0.4306
N 4.06201 -1.13480 -2.03922 0.068 -0.007 0.022 -0.7314
C 3.22432 -0.68909 -1.12018 -0.117 -0.048 -0.023 0.6463
O 1.92609 -0.78127 -1.40353 0.131 0.042 0.010 -0.5438
C 3.58677 -0.12550 0.09475 0.018 -0.035 -0.031 -0.4693
C 2.49192 0.23298 0.89708 0.011 -0.026 -0.006 0.4125
N 1.47454 0.45204 1.40596 0.014 0.037 -0.035 -0.4525
C 4.94450 0.04785 0.46987 -0.059 0.139 0.156 0.2253
N 6.04515 0.19891 0.76511 0.026 -0.078 -0.090 -0.2039
H 3.72356 -1.52142 -2.90552 -0.029 0.006 0.004 0.4389
H 5.05852 -1.08824 -1.88097 0.000 -0.006 -0.020 0.4449
N -0.86834 -2.69512 -2.84678 -0.030 0.011 0.037 -0.2828
C -0.51684 -1.83139 -2.16803 -0.005 -0.004 -0.091 0.0892
Br -1.81418 4.56084 -3.83068 -0.025 0.047 -0.017 0.2274
C -1.30536 2.88917 -3.20087 0.039 -0.024 0.006 -0.0385
C -0.23432 2.79085 -2.32036 -0.015 -0.012 -0.009 -0.2378
C 0.15288 1.53291 -1.87567 0.010 -0.011 0.006 -0.1827
C -0.56938 0.40763 -2.29723 -0.032 0.145 -0.097 -0.0252
C -1.62813 0.49821 -3.20071 0.009 -0.019 -0.003 -0.1592
C -1.99562 1.74775 -3.64229 -0.006 -0.021 0.005 -0.1886
H 0.31998 3.67110 -2.02699 0.001 -0.001 0.004 0.2664
H 1.03978 1.50223 -1.23385 -0.002 -0.021 0.002 0.2738
H -2.15115 -0.38957 -3.52832 0.002 -0.005 0.007 0.2791
H -2.82185 1.85584 -4.33174 0.000 0.012 0.001 0.2693

=====

60
Properties=species:S:1:pos:R:3:forces:R:3:nbo_charge:R:1 method="wB97M-V/def2-TZVPD" gap_ev=4.8 charge=+1 relative_energy_kcal_mol=147.9 total_energy_ev=-83051.9179 spin_multiplicity=1
C -3.09190 -3.99578 0.09170 0.161 0.993 -0.222 -0.1845
C -2.96619 -2.71766 -0.47647 -1.238 -0.981 0.817 -0.1072
C -3.44990 -1.58332 0.29785 -0.420 0.276 1.944 0.3329
C -3.16809 -1.70118 1.74493 -0.093 1.594 -1.591 -0.2038
C -3.19935 -2.96874 2.29095 0.594 -1.966 0.269 -0.1681
C -3.27980 -4.09534 1.49614 -0.263 0.023 0.207 -0.2528
C -2.94501 -0.50963 2.46319 -2.058 0.124 -0.181 0.0332
C -3.39324 0.69246 1.84536 0.330 -0.807 0.029 -0.1853
C -3.67125 0.68364 0.43725 -0.617 -0.719 0.582 0.3197
C -3.44834 1.95798 -0.24365 -1.524 -0.322 1.224 -0.1011
C -3.74726 3.10882 0.45898 0.336 0.335 0.184 -0.1775
C -3.88698 3.07129 1.87433 -0.007 -1.159 0.954 -0.2371
C -3.60493 1.88350 2.56144 0.160 1.944 -0.527 -0.1544
H -3.04363 -4.92004 -0.52162 0.474 0.790 0.424 0.2285
H -3.14692 -3.07047 3.36494 0.009 -0.071 0.146 0.2200
H -3.39002 -5.07945 1.93921 -0.028 0.148 0.025 0.2251
H -2.64668 -0.51318 3.53158 -0.394 -0.054 -0.763 0.2299
H -3.82117 4.10389 -0.03160 0.452 -0.852 0.204 0.2247
H -4.10910 3.97414 2.44474 0.008 -0.240 -0.297 0.2268
H -3.54207 1.86460 3.64681 0.029 0.083 -0.170 0.2214
N -4.04751 -0.47893 -0.21126 4.311 0.800 -0.937 -0.5173
Lu 0.50191 -0.11581 1.01221 0.076 -0.208 -2.007 1.6604
C -2.12451 -2.43653 -1.65567 -0.306 0.802 -1.478 -0.6763
H -2.56041 -1.59231 -2.26709 0.476 -0.805 0.477 0.2555
H -1.99555 -3.33249 -2.31243 0.062 0.661 0.453 0.2433
C -2.70000 1.93247 -1.49841 0.393 -0.745 -1.081 -0.6601
H -3.05410 1.13280 -2.17506 0.113 0.313 0.220 0.2507
H -2.72138 2.89368 -2.03250 0.139 -0.232 0.131 0.2386
P -0.39973 -1.85061 -1.09172 -0.698 -1.274 -0.295 0.7663
P -0.86110 1.50303 -1.13085 -0.780 1.359 -0.004 0.7938
C -0.26637 3.16399 -0.59554 -0.349 0.084 -0.231 -0.9328
H 0.82834 3.16486 -0.56679 -0.142 0.095 0.124 0.2234
H -0.61848 3.93871 -1.29969 0.192 -0.249 0.273 0.2272
H -0.65867 3.36422 0.40804 0.204 -0.018 -0.179 0.2726
C -0.29393 1.51584 -2.87025 0.352 -0.067 -0.235 -0.9456
H -0.34100 2.53853 -3.27346 -0.060 -0.345 0.062 0.2457
H 0.74749 1.16451 -2.93123 -0.321 0.061 -0.175 0.2170
H -0.93387 0.85537 -3.47294 0.270 0.215 0.103 0.2431
C 0.27424 -3.43123 -0.43667 -0.105 -0.160 -0.176 -0.9525
H 0.22232 -4.20000 -1.22724 0.078 0.153 0.437 0.2445
H 1.32121 -3.28699 -0.14545 -0.045 -0.132 -0.060 0.2202
H -0.29776 -3.76003 0.43862 0.076 0.032 -0.158 0.2624
C 0.46301 -1.82174 -2.70597 0.321 0.052 -0.074 -0.9340
H 1.48816 -1.44197 -2.56566 -0.292 -0.132 -0.163 0.2302
H 0.51683 -2.84691 -3.10449 -0.041 0.387 0.036 0.2444
H -0.06023 -1.17291 -3.41629 0.165 -0.195 0.135 0.2484
H -0.86518 -0.20833 1.85705 -3.975 -1.055 2.524 -0.6076
H 0.14712 1.42321 1.93245 0.554 0.947 0.091 -0.4894
N 7.69846 0.77105 0.66559 -2.741 -0.330 -0.295 -0.1657
C 6.54353 0.63204 0.52869 3.618 0.355 0.311 0.2147
C 5.15229 0.46787 0.34544 -1.127 0.173 -0.034 -0.0709
C 4.49123 1.15689 -0.68111 -0.133 0.362 -0.562 -0.1734
C 3.11157 1.04855 -0.78656 -0.070 -0.684 1.061 0.0960
N 2.40866 0.31492 0.11214 2.846 0.085 -1.345 -0.5789
C 3.05832 -0.41131 1.06440 0.193 0.922 -1.067 0.0076
C 4.42521 -0.34215 1.23097 0.081 -0.210 0.268 -0.1547
H 5.00073 1.81061 -1.40945 -0.008 -0.566 0.626 0.2687
H 2.53427 1.53201 -1.58037 0.255 -0.056 0.432 0.2350
H 2.44483 -1.08370 1.69864 0.589 0.282 -0.022 0.1905
H 4.91038 -0.87951 2.05085 -0.082 0.183 -0.441 0.2687